# C2H6O2Yb

A structure of composition C2H6O2Yb (ωB97M-V/def2-TZVPD, the OMol25 dataset).

Properties
total charge	+1
HOMO (alpha / beta)	-9.30 / -12.49	eV
ΔE to the lowest compared entry with this formula, charge and spin	0.00	kcal/mol
2S+1	2

Last column: Mulliken charge in e.
Atoms and positions in Å:
1 O 0.290 -1.469 -0.355  -0.48
2 O -1.088 -0.097 0.834  -0.44
3 H -1.939 0.349 0.764  0.32
4 Yb -0.707 -2.354 1.558  0.48
5 H 0.360 -1.769 -1.266  0.30
6 C -0.270 0.094 -0.309  0.55
7 C 0.841 1.066 -0.062  -1.13
8 H -0.881 0.282 -1.200  0.43
9 H 0.989 1.250 1.012  0.32
10 H 1.791 0.634 -0.409  0.33
11 H 0.614 2.013 -0.568  0.32